{"formula": "C3H10NO3", "method": "wB97M-V/def2-TZVPD", "homo_lumo_gap_ev": 12.183, "total_charge": 1, "multiplicity": 1, "molar_mass_g_mol": 108.1, "species": ["O", "C", "C", "N", "C", "O", "H", "H", "H", "H", "H", "H", "H", "H", "H", "H", "O"], "xyz": [[0.754, 3.028, -0.027], [-0.160, 2.095, -0.217], [0.209, 0.834, 0.532], [-0.478, -0.349, -0.055], [-0.961, -1.279, 0.998], [-1.174, 2.168, -0.846], [0.464, 3.900, -0.347], [-0.096, 1.001, 1.565], [1.284, 0.666, 0.591], [-1.247, 0.026, -0.619], [0.237, -0.842, -0.634], [-1.477, -2.092, 0.507], [-1.619, -0.759, 1.689], [-0.094, -1.680, 1.516], [1.166, -2.923, -1.216], [2.027, -1.798, -1.910], [1.163, -1.998, -1.526]], "forces_ev_per_angstrom": [[0.0, 0.3, 0.2], [0.3, -0.3, 0.0], [0.5, 0.2, 0.4], [0.5, 0.7, 0.8], [0.1, -0.3, -0.2], [-0.3, 0.1, -0.3], [-0.1, -0.2, -0.1], [-0.3, -0.2, 0.0], [0.0, 0.0, -0.3], [0.0, -0.1, -0.2], [-0.5, -0.2, -0.3], [-0.2, -0.2, 0.0], [0.0, 0.0, -0.1], [0.0, 0.1, 0.1], [0.3, 0.5, -0.4], [-0.1, -0.3, 0.0], [-0.1, -0.2, 0.4]]}


{"formula": "C17H23N8RbSe", "method": "wB97M-V/def2-TZVPD", "homo_lumo_gap_ev": 3.950, "total_charge": -2, "multiplicity": 1, "molar_mass_g_mol": 503.9, "species": ["Rb", "C", "N", "C", "C", "C", "C", "C", "C", "C", "N", "C", "C", "C", "C", "C", "C", "N", "C", "C", "H", "H", "H", "H", "H", "H", "H", "H", "H", "H", "H", "H", "H", "H", "H", "H", "H", "H", "H", "H", "N", "N", "N", "C", "N", "N", "H", "H", "H", "Se"], "xyz": [[-2.199, -0.228, -0.101], [-0.329, -3.329, 1.480], [0.014, -2.804, 0.179], [-0.826, -3.344, -0.875], [1.412, -2.872, -0.147], [1.991, -4.101, -0.405], [3.304, -4.228, -0.845], [4.018, -3.057, -1.064], [3.468, -1.819, -0.791], [2.157, -1.658, -0.266], [1.549, -0.480, 0.015], [2.258, 0.628, 0.312], [3.587, 0.669, 0.823], [4.249, 1.848, 1.104], [3.640, 3.083, 0.910], [2.315, 3.075, 0.489], [1.624, 1.906, 0.223], [0.221, 1.975, -0.089], [-0.550, 2.543, 0.999], [-0.088, 2.590, -1.360], [-0.163, -4.420, 1.570], [-1.387, -3.144, 1.684], [0.270, -2.829, 2.243], [-0.752, -4.441, -0.981], [-0.537, -2.895, -1.826], [-1.877, -3.108, -0.694], [1.377, -4.988, -0.274], [3.739, -5.200, -1.043], [5.028, -3.101, -1.462], [4.052, -0.935, -1.007], [4.096, -0.266, 1.018], [5.264, 1.794, 1.487], [4.162, 4.010, 1.111], [1.781, 4.014, 0.372], [-0.271, 3.584, 1.238], [-0.405, 1.944, 1.900], [-1.610, 2.565, 0.742], [0.201, 3.656, -1.415], [-1.166, 2.543, -1.535], [0.427, 2.056, -2.160], [-6.233, 0.851, 0.711], [-5.573, 1.959, 0.273], [-6.088, 2.885, -0.516], [-5.040, 3.690, -0.685], [-3.950, 3.261, -0.061], [-4.317, 2.142, 0.558], [-7.130, 0.897, 0.234], [-5.731, -0.043, 0.160], [-5.085, 4.582, -1.285], [-4.897, -1.462, -0.946]], "forces_ev_per_angstrom": [[0.6, 0.1, 0.1], [0.0, 0.0, 0.1], [-0.1, 0.0, -0.1], [-0.1, -0.1, 0.0], [0.0, 0.1, 0.0], [0.0, 0.0, 0.0], [0.0, 0.0, 0.0], [0.1, 0.0, 0.0], [0.1, 0.0, 0.0], [-0.1, -0.1, 0.0], [0.0, 0.0, 0.0], [-0.1, 0.1, 0.0], [0.1, 0.0, 0.0], [0.1, 0.0, 0.0], [0.0, 0.0, 0.0], [-0.1, 0.0, 0.0], [0.0, -0.1, 0.0], [-0.1, 0.0, 0.0], [-0.1, 0.2, 0.0], [0.0, 0.1, 0.0], [0.0, 0.0, 0.0], [0.0, 0.0, 0.0], [0.0, 0.0, 0.0], [0.0, 0.0, 0.0], [0.0, 0.0, 0.0], [-0.1, 0.0, 0.0], [0.0, 0.0, 0.0], [0.0, 0.0, 0.0], [0.0, 0.0, 0.0], [0.0, 0.0, 0.0], [0.0, 0.0, 0.0], [0.0, 0.0, 0.0], [0.0, 0.0, 0.0], [0.0, 0.0, 0.0], [0.0, 0.0, 0.0], [0.0, 0.0, 0.0], [0.0, 0.0, 0.0], [0.0, 0.0, 0.0], [0.0, 0.0, 0.0], [0.0, 0.0, 0.0], [-0.1, -0.2, -0.3], [0.0, 0.0, -0.1], [0.0, 0.1, 0.1], [0.0, -0.1, -0.1], [0.0, 0.1, 0.0], [0.2, 0.0, 0.0], [-0.1, 0.1, 0.1], [0.2, 0.0, 0.2], [0.0, 0.0, 0.0], [-0.4, -0.1, -0.1]]}


{"formula": "C3H4O3", "method": "wB97M-V/def2-TZVPD", "homo_lumo_gap_ev": [8.068, 9.307], "multiplicity": 1, "molar_mass_g_mol": 88.1, "species": ["C", "C", "C", "O", "O", "O", "H", "H", "H", "H"], "xyz": [[1.410, 0.964, -0.905], [1.058, -0.083, -0.223], [-0.320, -0.578, 0.197], [3.461, 0.782, 0.163], [2.000, -0.905, 0.526], [3.304, -0.498, 0.076], [1.354, 1.846, -1.411], [-0.301, -1.576, 0.582], [-0.997, -0.561, -0.681], [-0.541, 0.303, 0.856]], "forces_ev_per_angstrom": [[0.8, -2.5, 1.8], [0.3, -0.8, 0.4], [0.2, 2.3, -1.4], [-1.1, -0.5, -0.3], [-0.4, 1.5, -0.9], [0.8, -0.2, 0.0], [-0.3, 1.8, -1.1], [0.1, -0.2, 0.7], [0.3, 0.1, 0.6], [-0.8, -1.5, 0.1]]}


{"formula": "CF2O2", "method": "wB97M-V/def2-TZVPD", "homo_lumo_gap_ev": 10.124, "multiplicity": 1, "molar_mass_g_mol": 82.0, "species": ["C", "O", "O", "F", "F"], "xyz": [[0.714, 0.250, -0.128], [-1.179, 0.107, 0.385], [0.988, 0.332, -1.234], [1.289, 0.335, 1.025], [-1.811, -1.024, -0.048]], "forces_ev_per_angstrom": [[-4.1, -0.6, 1.8], [3.7, 1.7, 0.2], [0.6, 0.0, -0.5], [-0.2, 0.0, -0.8], [0.0, -1.1, -0.7]]}


{"formula": "CH6NO", "method": "wB97M-V/def2-TZVPD", "homo_lumo_gap_ev": 6.748, "total_charge": -1, "multiplicity": 1, "molar_mass_g_mol": 48.1, "species": ["O", "H", "C", "N", "H", "H", "H", "H", "H"], "xyz": [[-1.606, 1.754, -1.245], [-1.085, 2.458, -1.645], [0.523, -1.154, 0.538], [0.116, 0.218, 0.455], [-0.360, -1.779, 0.711], [0.998, -1.573, -0.363], [1.243, -1.302, 1.356], [-0.678, 0.481, -0.139], [0.849, 0.897, 0.332]], "forces_ev_per_angstrom": [[-0.1, -0.2, 0.0], [0.0, 0.0, 0.0], [0.1, 0.0, -0.3], [-0.2, 0.1, 0.9], [0.1, 0.0, 0.2], [0.1, 0.0, -0.2], [-0.2, -0.1, 0.0], [0.1, 0.3, -0.4], [0.1, -0.2, -0.2]]}


{"formula": "C38H33ClIN7O7Ru", "method": "wB97M-V/def2-TZVPD", "homo_lumo_gap_ev": [4.207, 4.223], "total_charge": -1, "multiplicity": 2, "molar_mass_g_mol": 963.2, "species": ["Ru", "C", "C", "C", "N", "C", "C", "C", "C", "C", "C", "C", "N", "C", "C", "C", "N", "C", "C", "C", "C", "C", "C", "C", "N", "C", "C", "H", "H", "H", "H", "H", "H", "H", "H", "H", "H", "H", "H", "H", "H", "H", "H", "H", "H", "H", "H", "H", "H", "H", "H", "H", "H", "Cl", "C", "C", "C", "I", "C", "O", "C", "N", "C", "C", "C", "C", "H", "H", "H", "H", "O", "C", "O", "C", "C", "C", "C", "C", "C", "N", "O", "O", "N", "O", "O", "H", "H", "H"], "xyz": [[0.265, 0.262, -0.451], [-0.417, 3.026, 2.326], [0.114, 3.970, 1.243], [0.549, 3.265, -0.059], [-0.336, 2.172, -0.409], [-1.601, 2.413, -0.690], [-2.084, 3.710, -0.985], [-3.373, 4.170, -1.186], [-4.586, 3.493, -1.105], [-4.775, 2.131, -0.939], [-3.823, 1.118, -0.880], [-2.421, 1.179, -0.816], [-1.678, 0.074, -0.852], [-2.179, -1.045, -1.639], [-2.841, -2.234, -0.908], [-2.009, -3.518, -1.027], [-0.316, -2.448, 0.450], [-0.444, -2.103, 1.723], [-1.270, -3.154, 2.399], [-0.382, -4.001, 3.264], [0.230, -3.462, 4.325], [0.198, -2.060, 4.661], [0.116, -0.993, 3.820], [0.046, -0.959, 2.375], [0.422, 0.118, 1.653], [1.302, 1.073, 2.315], [0.649, 2.238, 3.083], [-1.125, 2.322, 1.885], [-0.972, 3.628, 3.051], [0.967, 4.535, 1.632], [-0.679, 4.683, 1.012], [1.544, 2.844, 0.062], [0.613, 4.008, -0.866], [-1.324, 4.473, -1.097], [-3.443, 5.229, -1.412], [-5.482, 4.098, -1.199], [-5.805, 1.796, -0.876], [-4.236, 0.118, -0.814], [-1.312, -1.440, -2.172], [-2.883, -0.662, -2.387], [-3.828, -2.414, -1.342], [-2.991, -2.001, 0.147], [-1.434, -3.529, -1.954], [-2.647, -4.406, -1.012], [-2.074, -2.717, 3.000], [-0.300, -5.053, 3.014], [0.786, -4.111, 4.994], [0.338, -1.835, 5.714], [0.196, -0.028, 4.301], [1.961, 1.486, 1.553], [1.952, 0.536, 3.017], [1.459, 2.915, 3.377], [0.194, 1.873, 4.006], [4.608, 1.605, -5.662], [3.905, 1.249, -4.107], [4.729, 1.193, -3.006], [4.194, 0.937, -1.750], [5.376, 0.949, -0.028], [2.822, 0.713, -1.555], [2.301, 0.530, -0.399], [1.984, 0.752, -2.718], [0.652, 0.543, -2.497], [-0.172, 0.719, -3.520], [0.263, 1.014, -4.807], [1.604, 1.161, -5.072], [2.511, 1.053, -4.001], [5.791, 1.358, -3.126], [-1.229, 0.622, -3.312], [-0.463, 1.124, -5.601], [1.960, 1.370, -6.070], [-1.862, -3.861, 1.311], [-1.060, -3.679, 0.162], [0.439, -1.879, -0.485], [-0.113, -4.857, -0.021], [-0.604, -6.125, 0.246], [0.236, -7.227, 0.105], [1.551, -7.076, -0.293], [2.013, -5.804, -0.568], [1.195, -4.681, -0.441], [3.389, -5.641, -0.997], [3.775, -4.523, -1.258], [4.086, -6.636, -1.077], [-0.276, -8.551, 0.381], [0.482, -9.494, 0.280], [-1.441, -8.659, 0.706], [-1.618, -6.277, 0.581], [2.201, -7.930, -0.392], [1.587, -3.695, -0.661]], "forces_ev_per_angstrom": [[0.3, -0.6, 0.2], [0.2, 0.1, 0.0], [-0.1, -0.2, -0.1], [0.0, 0.3, 0.1], [-0.4, 0.6, -0.1], [0.5, -0.5, 0.3], [-0.6, 0.7, -0.2], [0.5, -0.3, 0.2], [-0.5, 0.2, 0.0], [0.5, -0.1, -0.1], [-0.8, 0.3, -0.1], [0.7, -0.6, 0.0], [-1.1, 0.5, -0.3], [-0.2, -0.2, 0.2], [0.2, 0.0, -0.2], [-0.1, 0.0, 0.3], [-0.3, 0.1, 0.4], [0.0, 0.1, -0.1], [0.2, 0.1, 0.2], [-0.1, 0.0, -0.1], [-0.1, -0.2, -0.1], [0.0, 0.2, 0.1], [0.1, -0.2, 0.1], [0.0, 0.0, 0.0], [-0.3, 0.0, -0.4], [0.1, 0.2, 0.1], [-0.1, -0.2, -0.2], [-0.1, 0.0, 0.0], [0.0, 0.0, 0.0], [0.0, 0.1, 0.0], [0.1, 0.1, 0.0], [0.0, 0.0, -0.1], [0.0, 0.0, 0.0], [0.0, -0.1, 0.0], [0.0, 0.0, 0.0], [0.0, 0.0, 0.0], [0.0, 0.0, -0.1], [0.1, 0.0, 0.1], [0.0, 0.1, 0.0], [0.0, 0.0, 0.0], [0.0, 0.0, 0.0], [-0.1, 0.0, 0.0], [0.0, 0.0, 0.0], [0.0, 0.0, -0.1], [0.0, 0.0, -0.1], [0.1, 0.0, 0.0], [0.0, 0.0, 0.0], [0.0, 0.0, 0.0], [0.0, 0.0, 0.0], [0.0, -0.1, 0.0], [0.0, 0.0, 0.0], [0.0, 0.0, 0.1], [0.0, 0.0, 0.0], [0.1, 0.0, -0.2], [0.2, 0.0, 0.2], [-0.2, 0.0, -0.3], [-0.2, -0.1, 0.3], [0.0, 0.0, -0.2], [0.2, 0.0, 0.6], [0.8, 0.0, -0.2], [0.1, 0.0, -0.4], [0.0, 0.3, -0.2], [-0.2, -0.2, 0.7], [0.6, 0.2, -0.6], [-0.6, -0.1, 0.1], [0.2, -0.1, 0.3], [0.0, 0.0, 0.0], [0.0, 0.0, 0.1], [0.0, 0.0, 0.0], [0.0, 0.0, 0.0], [0.1, -0.3, 0.0], [-0.1, 0.3, -0.3], [0.3, -0.2, -0.3], [-0.2, 0.0, 0.1], [0.2, -0.5, 0.0], [0.2, 1.3, -0.2], [0.2, -0.4, -0.1], [-1.2, 0.1, 0.4], [0.6, -0.3, -0.1], [0.8, 0.2, -0.3], [-0.1, 0.2, 0.0], [-0.1, -0.2, 0.1], [-0.3, -0.7, 0.2], [0.3, 0.0, -0.1], [-0.2, 0.2, 0.0], [0.0, 0.1, 0.0], [0.0, 0.0, 0.0], [-0.1, 0.1, 0.1]]}


{"formula": "C4H10N3", "method": "wB97M-V/def2-TZVPD", "homo_lumo_gap_ev": [9.675, 9.047], "total_charge": 1, "multiplicity": 1, "molar_mass_g_mol": 100.1, "species": ["C", "C", "C", "C", "N", "N", "N", "H", "H", "H", "H", "H", "H", "H", "H", "H", "H"], "xyz": [[-1.737, -0.531, -0.268], [-0.422, -0.742, 0.491], [0.481, 1.606, 0.655], [1.765, -0.193, -0.549], [-2.058, 0.830, -0.146], [-0.054, 1.421, -0.629], [0.516, 0.315, 0.012], [-1.668, -0.916, -1.296], [-2.532, -1.094, 0.246], [-0.564, -0.610, 1.566], [0.000, -1.727, 0.298], [1.409, 2.169, 0.727], [-0.192, 1.715, 1.499], [1.545, -0.863, -1.380], [2.364, 0.636, -0.924], [2.323, -0.732, 0.218], [-2.576, 1.226, -0.927]], "forces_ev_per_angstrom": [[0.4, -0.9, -0.4], [-1.0, -0.4, 0.2], [0.2, 0.9, 1.1], [0.8, -0.2, -0.6], [2.2, 1.6, 0.2], [-3.1, 0.5, -1.2], [0.6, -1.3, 0.9], [0.0, 0.1, 0.2], [0.1, 0.0, 0.0], [0.1, 0.0, -0.1], [0.1, 0.2, 0.0], [0.1, -0.1, -0.1], [0.0, -0.2, -0.1], [-0.1, 0.0, 0.1], [-0.1, 0.0, 0.1], [-0.2, 0.1, 0.0], [0.1, -0.1, -0.3]]}


{"formula": "C10H10OS", "method": "wB97M-V/def2-TZVPD", "homo_lumo_gap_ev": [7.613, 6.583], "multiplicity": 1, "molar_mass_g_mol": 178.3, "species": ["C", "C", "C", "C", "C", "C", "C", "C", "C", "C", "O", "S", "H", "H", "H", "H", "H", "H", "H", "H", "H", "H"], "xyz": [[2.727, -0.976, 0.881], [2.693, 0.118, 1.773], [1.762, -1.189, -0.089], [1.673, 1.044, 1.802], [0.647, -0.255, 0.025], [0.658, 0.885, 0.864], [-0.858, 1.880, -1.626], [-1.159, 1.203, -0.415], [-0.585, -0.279, -0.578], [-2.922, -1.637, -0.707], [-0.483, 1.646, 0.747], [-1.251, -1.663, -1.352], [3.710, -1.436, 0.763], [3.410, 0.168, 2.560], [1.714, -1.862, -0.811], [1.641, 1.899, 2.443], [-1.674, 1.843, -2.449], [0.082, 2.261, -1.888], [-2.281, 1.250, -0.301], [-3.577, -2.057, -1.430], [-3.098, -0.638, -0.556], [-2.829, -2.207, 0.343]], "forces_ev_per_angstrom": [[1.2, 0.4, -1.1], [-0.5, -0.7, 0.1], [-1.6, 5.1, 4.5], [-1.1, 0.3, -1.1], [1.9, -0.5, 0.2], [0.4, -0.7, 0.3], [-2.1, 0.2, -2.8], [-1.9, -2.3, 0.8], [-1.9, 0.9, -1.1], [1.8, -2.8, 2.7], [1.0, 0.2, 0.4], [0.6, 0.2, -0.8], [-0.4, -0.5, 0.4], [0.8, 0.1, 0.1], [0.2, -3.1, -2.9], [0.2, 0.2, 0.5], [1.7, 0.1, 1.5], [1.2, 0.3, -0.2], [1.1, -0.2, 0.6], [-0.7, -0.6, -0.3], [-1.0, 2.2, 0.5], [-0.9, 1.2, -2.4]]}


Question: Which of these has the highest multiplicity?
Answer: C38H33ClIN7O7Ru